The following is a DFT calculation (ωB97M-V with the def2-TZVPD basis set) of a 7-piece molecular cluster, C38H61F17O9 overall at a distorted geometry.

Atoms and positions in Å:
C 1.7076 -2.4095 1.0195
C 1.8915 -1.1650 1.6940
C 1.7629 0.0720 2.7668
C 1.1843 1.4544 2.5231
C 0.5382 2.0944 1.1565
F 1.4796 1.6708 0.0485
F 0.6909 3.5618 1.2454
C -0.9232 1.5352 0.7243
F -0.9337 1.5682 -0.7902
F -0.9552 0.0565 1.0350
C -2.2376 2.3568 1.1854
F -3.3971 1.7360 0.4360
F -2.1407 3.7304 0.5564
C -2.5021 2.6019 2.7589
F -1.3432 3.3795 3.3462
F -3.6423 3.5916 2.8532
C -2.7424 1.3468 3.7352
F -1.5035 0.4896 3.8755
F -2.9180 1.9091 5.1293
C -3.9584 0.3155 3.4309
F -3.9002 -0.6625 4.5921
F -3.5513 -0.5288 2.2710
C -5.4708 0.8721 3.4325
F -6.3168 -0.1881 4.1076
F -5.7101 2.0948 4.2888
C -6.2124 1.1644 2.0175
F -6.0450 0.1549 0.9523
F -6.0083 2.5609 1.4777
F -7.6940 1.1373 2.3353
C 1.4675 2.0929 4.0144
O 1.5361 3.4461 4.1443
O 1.6556 1.0837 5.0728
C 2.3086 -0.0527 4.3431
O 3.1580 -0.9519 4.8562
H 1.6815 -3.4583 0.4506
C 2.3908 7.0613 -3.9081
C 1.3060 6.0077 -3.7662
O 1.7214 4.8613 -3.0281
C 2.1181 5.0822 -1.6771
C 1.0118 5.6540 -0.8076
H 3.3029 6.6240 -4.3266
H 2.0541 7.8707 -4.5624
H 2.6537 7.5004 -2.9410
H 1.0340 5.6509 -4.7644
H 0.3957 6.4316 -3.3287
H 3.0125 5.7102 -1.6416
H 2.4090 4.1049 -1.2750
H 0.7325 6.6626 -1.1251
H 1.3355 5.7096 0.2364
H 0.1127 5.0327 -0.8669
C -4.2346 -3.7698 -3.0229
C -4.7463 -4.6078 -1.8640
O -4.4902 -4.0275 -0.5876
C -5.0811 -2.7552 -0.3354
C -6.5988 -2.7708 -0.3946
H -3.1725 -3.5380 -2.8938
H -4.3678 -4.3036 -3.9684
H -4.7693 -2.8182 -3.0978
H -4.2279 -5.5715 -1.8752
H -5.8137 -4.8275 -1.9739
H -4.6674 -2.0032 -1.0127
H -4.7736 -2.4649 0.6758
H -6.9588 -2.9872 -1.4043
H -7.0035 -1.7989 -0.0961
H -7.0040 -3.5418 0.2683
C 0.5654 0.0840 -6.7382
C 0.0537 -0.7539 -5.5794
O 0.3098 -0.1736 -4.3030
C -0.2811 1.0986 -4.0508
C -1.7988 1.0830 -4.1100
H 1.6275 0.3158 -6.6092
H 0.4322 -0.4498 -7.6838
H 0.0307 1.0357 -6.8131
H 0.5721 -1.7177 -5.5906
H -1.0137 -0.9736 -5.6893
H 0.1326 1.8506 -4.7281
H 0.0264 1.3890 -3.0395
H -2.1588 0.8667 -5.1197
H -2.2035 2.0550 -3.8115
H -2.2040 0.3120 -3.4471
C 6.8709 8.7584 1.4934
C 5.4170 8.4106 1.2250
O 5.2331 7.5879 0.0757
C 5.8588 6.3076 0.1013
C 5.3678 5.4168 1.2293
H 7.3334 9.2011 0.6054
H 6.9473 9.4675 2.3228
H 7.4545 7.8712 1.7569
H 4.8667 9.3370 1.0334
H 4.9512 7.9478 2.1017
H 6.9464 6.4168 0.1295
H 5.6199 5.8259 -0.8539
H 5.6443 5.8192 2.2079
H 5.8027 4.4162 1.1440
H 4.2768 5.3316 1.2083
C 2.7076 -6.8387 4.5750
C 2.3186 -5.4414 4.1241
O 1.2330 -5.4248 3.2006
C -0.0054 -5.9579 3.6628
C -0.5753 -5.2146 4.8585
H 2.9054 -7.4829 3.7124
H 3.6033 -6.8023 5.2020
H 1.9102 -7.3096 5.1577
H 3.1717 -4.9921 3.6065
H 2.0985 -4.7949 4.9804
H 0.0957 -7.0260 3.8735
H -0.7113 -5.8717 2.8286
H 0.0594 -5.3287 5.7417
H -1.5693 -5.5977 5.1091
H -0.6514 -4.1432 4.6478
C 2.5586 -7.4470 -2.4180
C 1.6096 -7.4168 -1.2325
O 0.9474 -6.1655 -1.0673
C 0.1149 -5.7379 -2.1422
C -1.0354 -6.6868 -2.4308
H 3.2733 -6.6195 -2.3631
H 3.1113 -8.3907 -2.4411
H 2.0208 -7.3509 -3.3660
H 2.1882 -7.5836 -0.3187
H 0.8773 -8.2293 -1.2895
H 0.7142 -5.5598 -3.0393
H -0.2986 -4.7665 -1.8474
H -0.6767 -7.6524 -2.7978
H -1.6981 -6.2645 -3.1925
H -1.6162 -6.8782 -1.5230

Calculated values
Structure (SMILES): C#CC1=C(C(F)(F)C(F)(F)C(F)(F)C(F)(F)C(F)(F)C(F)(F)C(F)(F)C(F)(F)F)C(=O)OC1=O.CCOCC.CCOCC.CCOCC.CCOCC.CCOCC.CCOCC
Net charge: 0
DFT total energy (eV): -104998.1955
Lowest unoccupied orbital energy (eV): -2.5

Löwdin atomic charge list, values in e, 99 entries: atom 1 (C): 0.15, atom 2 (C): 0.00, atom 3 (C): 0.01, atom 4 (C): 0.07, atom 5 (C): -0.12, atom 6 (F): 0.01, atom 7 (F): 0.03, atom 8 (C): -0.07, atom 9 (F): 0.03, atom 10 (F): 0.03, atom 11 (C): -0.07, atom 12 (F): 0.03, atom 13 (F): 0.04, atom 14 (C): -0.07, atom 15 (F): 0.05, atom 16 (F): 0.04, atom 17 (C): -0.08, atom 18 (F): 0.04, atom 19 (F): 0.04, atom 20 (C): -0.08, atom 21 (F): 0.03, atom 22 (F): 0.05, atom 23 (C): -0.06, atom 24 (F): 0.04, atom 25 (F): 0.05, atom 26 (C): -0.12, atom 27 (F): 0.06, atom 28 (F): 0.03, atom 29 (F): 0.03, atom 30 (C): -0.19, atom 31 (O): 0.02, atom 32 (O): 0.05, atom 33 (C): -0.15, atom 34 (O): 0.05, atom 35 (H): 0.09, atom 36 (C): -0.08, atom 37 (C): -0.28, atom 38 (O): -0.16, atom 39 (C): -0.27, atom 40 (C): -0.08, atom 41 (H): 0.08, atom 42 (H): 0.08, atom 43 (H): 0.07, atom 44 (H): 0.12, atom 45 (H): 0.11, atom 46 (H): 0.10, atom 47 (H): 0.11, atom 48 (H): 0.07, atom 49 (H): 0.07, atom 50 (H): 0.07, atom 51 (C): -0.08, atom 52 (C): -0.28, atom 53 (O): -0.16, atom 54 (C): -0.28, atom 55 (C): -0.08, atom 56 (H): 0.08, atom 57 (H): 0.08, atom 58 (H): 0.07, atom 59 (H): 0.11, atom 60 (H): 0.11, atom 61 (H): 0.11, atom 62 (H): 0.11, atom 63 (H): 0.07, atom 64 (H): 0.06, atom 65 (H): 0.09, atom 66 (C): -0.08, atom 67 (C): -0.28, atom 68 (O): -0.16, atom 69 (C): -0.27, atom 70 (C): -0.08, atom 71 (H): 0.08, atom 72 (H): 0.08, atom 73 (H): 0.07, atom 74 (H): 0.12, atom 75 (H): 0.10, atom 76 (H): 0.11, atom 77 (H): 0.10, atom 78 (H): 0.06, atom 79 (H): 0.08, atom 80 (H): 0.08, atom 81 (C): -0.08, atom 82 (C): -0.28, atom 83 (O): -0.17, atom 84 (C): -0.28, atom 85 (C): -0.08, atom 86 (H): 0.08, atom 87 (H): 0.08, atom 88 (H): 0.07, atom 89 (H): 0.12, atom 90 (H): 0.11, atom 91 (H): 0.11, atom 92 (H): 0.11, atom 93 (H): 0.07, atom 94 (H): 0.08, atom 95 (H): 0.07, atom 96 (C): -0.08, atom 97 (C): -0.28, atom 98 (O): -0.18, atom 99 (C): -0.28

The following is a DFT calculation (ωB97M-V with the def2-TZVPD basis set) of C38H62N3OSTl as an isolated structure.

Atoms and positions in Å:
Tl 0.1649 0.8885 -0.3487
C -1.3117 -0.9406 3.2046
C -2.5110 -0.8040 2.6297
C -2.4258 -1.4300 1.2403
C -1.1695 -1.8695 1.0801
C -0.3330 -1.6469 2.3113
C 0.1664 -3.0281 2.9267
C 1.2935 -3.5940 2.0558
C 0.6837 -2.8461 4.3585
C -0.9878 -4.0332 2.9657
C -3.4577 -1.5584 0.1133
C -2.9761 -2.5843 -0.9250
C -4.8270 -2.0613 0.5915
C -3.5994 -0.2140 -0.6222
C -3.6648 -0.1375 3.3805
C -4.6353 -1.2071 3.9085
C -3.1154 0.6134 4.6036
C -4.4030 0.9163 2.5420
H -1.0067 -0.5590 4.1657
H -0.7569 -2.3632 0.2112
H 2.1648 -2.9362 2.0599
H 0.9727 -3.7242 1.0189
H 1.5979 -4.5714 2.4394
H 1.4169 -2.0466 4.4281
H 1.1570 -3.7746 4.6899
H -0.1371 -2.6260 5.0446
H -1.3022 -4.3289 1.9641
H -1.8537 -3.6203 3.4890
H -0.6612 -4.9308 3.4976
H -2.7784 -3.5538 -0.4616
H -2.0751 -2.2479 -1.4367
H -3.7523 -2.7196 -1.6819
H -4.7205 -3.0013 1.1401
H -5.4585 -2.2548 -0.2791
H -5.3548 -1.3521 1.2212
H -2.6513 0.0505 -1.0979
H -3.8713 0.6021 0.0440
H -4.3629 -0.2921 -1.4026
H -4.1227 -1.8511 4.6272
H -5.0346 -1.8400 3.1187
H -5.4757 -0.7263 4.4182
H -2.6612 -0.0627 5.3307
H -3.9387 1.1289 5.1037
H -2.3765 1.3591 4.2978
H -4.9819 0.4877 1.7288
H -3.6901 1.6356 2.1300
H -5.0995 1.4627 3.1824
C 0.8223 1.3635 -3.7436
C 1.7266 1.9971 -2.9240
C 2.6229 0.9046 -2.3502
C 2.1871 -0.2744 -2.9102
C 1.0841 -0.0315 -3.7659
C 0.3893 -1.0678 -4.6033
C 1.1139 -1.1386 -5.9620
C -1.0788 -0.6960 -4.8383
C 0.4652 -2.4404 -3.9236
C 3.9071 0.9002 -1.5149
C 4.0667 2.0401 -0.5015
C 5.1055 0.9208 -2.4819
C 3.9750 -0.4056 -0.6927
C 1.8353 3.5153 -2.8763
C 3.1919 3.9346 -3.4697
C 0.7479 4.1508 -3.7527
C 1.6450 4.1115 -1.4722
H 0.0354 1.8486 -4.2990
H 2.6178 -1.2488 -2.7367
H 0.9975 -0.1985 -6.5072
H 0.6955 -1.9467 -6.5682
H 2.1819 -1.3222 -5.8248
H -1.1752 0.2887 -5.3010
H -1.6392 -0.6873 -3.8987
H -1.5395 -1.4263 -5.5075
H 1.4784 -2.8494 -3.9570
H -0.1966 -3.1470 -4.4296
H 0.1636 -2.3736 -2.8768
H 4.1637 3.0150 -0.9724
H 4.9818 1.8687 0.0705
H 3.2323 2.0637 0.2048
H 5.1250 1.8374 -3.0749
H 5.0606 0.0747 -3.1698
H 6.0383 0.8615 -1.9134
H 3.0708 -0.5384 -0.0910
H 4.8330 -0.3639 -0.0178
H 4.0993 -1.2874 -1.3218
H 3.3214 3.5068 -4.4672
H 4.0317 3.6180 -2.8535
H 3.2314 5.0237 -3.5551
H 0.8525 3.8686 -4.8026
H 0.8342 5.2370 -3.6855
H -0.2514 3.8751 -3.4074
H 2.3206 3.7033 -0.7293
H 0.6259 3.9482 -1.1204
H 1.8056 5.1928 -1.5139
O 1.1433 -0.1229 3.0410
N 0.7651 -0.7573 1.9336
S -1.1305 3.1239 1.1835
C 0.1160 2.5656 2.2250
N 0.0042 2.8333 3.5716
C 1.0642 2.5891 4.4260
C 2.0542 1.7854 4.0462
C 1.8950 1.1134 2.7272
N 1.1587 1.8939 1.7766
H -0.7427 3.4485 3.8398
H 1.0385 3.0947 5.3821
H 2.9149 1.5922 4.6701
H 2.8390 0.8072 2.2798

Calculated values
Net charge: 0
ΔE to the lowest compared entry with this formula, charge and spin (kJ/mol): 111.0
DFT total energy (eV): -62456.2065
Lowest unoccupied orbital energy (spin up / spin down) (eV): 0.1 / -1.3

Löwdin atomic charge list, values in e, 99 entries: atom 1 (Tl): 0.84, atom 2 (C): 0.02, atom 3 (C): -0.06, atom 4 (C): -0.07, atom 5 (C): -0.05, atom 6 (C): -0.39, atom 7 (C): -0.50, atom 8 (C): -0.04, atom 9 (C): -0.04, atom 10 (C): -0.04, atom 11 (C): -0.52, atom 12 (C): -0.06, atom 13 (C): -0.05, atom 14 (C): -0.04, atom 15 (C): -0.52, atom 16 (C): -0.04, atom 17 (C): -0.06, atom 18 (C): -0.04, atom 19 (H): 0.11, atom 20 (H): 0.11, atom 21 (H): 0.08, atom 22 (H): 0.08, atom 23 (H): 0.09, atom 24 (H): 0.08, atom 25 (H): 0.09, atom 26 (H): 0.09, atom 27 (H): 0.08, atom 28 (H): 0.09, atom 29 (H): 0.09, atom 30 (H): 0.09, atom 31 (H): 0.06, atom 32 (H): 0.09, atom 33 (H): 0.09, atom 34 (H): 0.09, atom 35 (H): 0.05, atom 36 (H): 0.04, atom 37 (H): 0.06, atom 38 (H): 0.09, atom 39 (H): 0.09, atom 40 (H): 0.05, atom 41 (H): 0.09, atom 42 (H): 0.08, atom 43 (H): 0.09, atom 44 (H): 0.08, atom 45 (H): 0.05, atom 46 (H): 0.06, atom 47 (H): 0.09, atom 48 (C): -0.04, atom 49 (C): -0.14, atom 50 (C): -0.15, atom 51 (C): -0.06, atom 52 (C): -0.17, atom 53 (C): -0.55, atom 54 (C): -0.03, atom 55 (C): -0.04, atom 56 (C): -0.05, atom 57 (C): -0.52, atom 58 (C): -0.05, atom 59 (C): -0.03, atom 60 (C): -0.05, atom 61 (C): -0.53, atom 62 (C): -0.03, atom 63 (C): -0.07, atom 64 (C): -0.04, atom 65 (H): 0.10, atom 66 (H): 0.11, atom 67 (H): 0.09, atom 68 (H): 0.09, atom 69 (H): 0.09, atom 70 (H): 0.08, atom 71 (H): 0.08, atom 72 (H): 0.09, atom 73 (H): 0.08, atom 74 (H): 0.09, atom 75 (H): 0.08, atom 76 (H): 0.06, atom 77 (H): 0.09, atom 78 (H): 0.06, atom 79 (H): 0.07, atom 80 (H): 0.09, atom 81 (H): 0.09, atom 82 (H): 0.07, atom 83 (H): 0.09, atom 84 (H): 0.08, atom 85 (H): 0.10, atom 86 (H): 0.05, atom 87 (H): 0.09, atom 88 (H): 0.09, atom 89 (H): 0.09, atom 90 (H): 0.09, atom 91 (H): 0.05, atom 92 (H): 0.04, atom 93 (H): 0.09, atom 94 (O): -0.10, atom 95 (N): 0.07, atom 96 (S): 0.50, atom 97 (C): -0.90, atom 98 (N): 0.03, atom 99 (C): -0.10